[1]
{
  "formula": "C21H29ClN4O3",
  "method": "the ωB97M-V functional and the def2-TZVPD basis",
  "de_lowest_kcal_mol": 7.8,
  "smiles": "CCCCN(CCCC)Cc1ccc(C(=O)NNC(=O)Nc2ccc(Cl)cc2)o1",
  "total_charge": 0,
  "orbital_gap_ev": 8.72,
  "lumo_ev": 0.590,
  "species": ["C", "H", "C", "C", "C", "N", "C", "C", "C", "C", "H", "H", "H", "H", "H", "H", "H", "H", "H", "C", "C", "C", "C", "C", "C", "O", "N", "H", "N", "C", "O", "N", "C", "C", "C", "C", "C", "C", "H", "H", "Cl", "H", "H", "H", "H", "O", "H", "H", "H", "H", "H", "H", "H", "H", "H", "H", "H", "H"],
  "coordinates": [[-7.20, 0.59, 0.66], [-6.78, 1.43, 0.12], [-6.52, -0.71, 0.25], [-5.02, -0.67, 0.51], [-4.36, -2.00, 0.14], [-2.92, -2.08, 0.22], [-2.15, -1.75, -0.96], [-2.29, -0.33, -1.53], [-1.17, 0.00, -2.50], [-1.26, 1.43, -3.01], [-2.21, 1.60, -3.52], [-0.46, 1.64, -3.72], [-1.19, 2.14, -2.19], [-0.21, -0.14, -2.00], [-1.21, -0.69, -3.35], [-2.28, 0.40, -0.72], [-3.26, -0.23, -2.04], [-1.10, -1.93, -0.72], [-2.43, -2.47, -1.75], [-2.29, -1.78, 1.49], [-1.77, -0.39, 1.64], [-2.31, 0.77, 2.14], [-1.36, 1.79, 1.92], [-0.30, 1.18, 1.29], [0.96, 1.75, 0.81], [1.27, 2.92, 0.92], [1.75, 0.86, 0.15], [1.68, -0.14, 0.28], [3.03, 1.28, -0.22], [4.08, 0.43, 0.10], [3.86, -0.73, 0.41], [5.30, 1.01, -0.08], [6.56, 0.43, 0.06], [7.68, 1.24, -0.18], [8.95, 0.72, -0.05], [9.12, -0.60, 0.31], [8.02, -1.41, 0.55], [6.75, -0.90, 0.42], [5.89, -1.52, 0.60], [8.16, -2.44, 0.83], [10.72, -1.25, 0.47], [9.81, 1.35, -0.24], [7.54, 2.27, -0.46], [5.30, 1.98, -0.36], [3.10, 2.29, -0.07], [-0.55, -0.14, 1.13], [-1.43, 2.82, 2.18], [-3.26, 0.88, 2.62], [-1.44, -2.47, 1.61], [-3.02, -1.99, 2.28], [-4.76, -2.78, 0.79], [-4.63, -2.26, -0.89], [-4.57, 0.15, -0.06], [-4.85, -0.46, 1.57], [-6.70, -0.88, -0.82], [-6.96, -1.54, 0.80], [-7.06, 0.77, 1.73], [-8.27, 0.55, 0.46]]
}

[2]
{
  "formula": "C3H9B",
  "method": "the ωB97M-V functional and the def2-TZVPD basis",
  "de_lowest_kcal_mol": 109.3,
  "total_charge": 0,
  "orbital_gap_ev": [7.40, 7.47],
  "lumo_ev": [-0.184, 0.085],
  "species": ["B", "C", "C", "C", "H", "H", "H", "H", "H", "H", "H", "H", "H"],
  "coordinates": [[-0.17, -1.93, 1.45], [1.12, 1.22, 0.06], [-0.83, 0.16, -1.21], [-0.32, 0.73, 0.04], [-0.03, -2.67, 0.59], [-0.47, -2.12, 2.53], [1.71, 0.41, 0.39], [1.38, 2.12, 0.76], [1.39, 1.57, -0.95], [-1.28, 0.88, -1.91], [-0.09, -0.47, -1.65], [-1.55, -0.63, -1.10], [-0.86, 0.74, 1.00]]
}

[3]
{
  "formula": "C35H35BrN4O4S3SbY",
  "method": "the ωB97M-V functional and the def2-TZVPD basis",
  "de_lowest_kcal_mol": 38.6,
  "total_charge": 0,
  "orbital_gap_ev": 7.63,
  "lumo_ev": -0.537,
  "species": ["Y", "C", "C", "C", "C", "C", "C", "N", "N", "C", "C", "C", "C", "C", "C", "H", "H", "H", "H", "H", "H", "H", "H", "H", "N", "C", "C", "O", "O", "H", "H", "H", "H", "O", "C", "C", "C", "N", "C", "Br", "C", "H", "H", "H", "H", "O", "C", "C", "C", "C", "C", "S", "C", "C", "C", "C", "S", "C", "C", "C", "C", "S", "H", "H", "H", "H", "H", "H", "H", "H", "H", "C", "Sb", "C", "C", "H", "H", "H", "H", "H", "H", "H", "H", "H"],
  "coordinates": [[0.03, -0.44, 0.27], [-0.76, 0.91, 5.97], [-1.77, -0.03, 5.80], [-2.09, -0.49, 4.55], [-1.38, -0.03, 3.43], [-0.38, 0.94, 3.60], [-0.08, 1.40, 4.86], [-1.63, -0.44, 2.13], [-2.59, -1.26, 1.96], [-2.88, -1.63, 0.66], [-4.17, -2.16, 0.48], [-4.57, -2.56, -0.77], [-3.69, -2.46, -1.83], [-2.41, -1.94, -1.64], [-1.93, -1.52, -0.40], [-0.50, 1.26, 6.96], [-2.30, -0.40, 6.67], [-2.88, -1.21, 4.40], [0.14, 1.30, 2.72], [0.70, 2.14, 4.99], [-4.82, -2.20, 1.33], [-5.57, -2.96, -0.93], [-3.98, -2.78, -2.82], [-1.78, -1.87, -2.52], [2.51, -2.16, -0.06], [2.36, -3.07, 1.08], [1.80, -2.30, 2.31], [2.19, -2.60, 3.42], [0.96, -1.39, 2.02], [2.98, -2.66, -0.81], [3.16, -1.42, 0.21], [3.30, -3.56, 1.36], [1.63, -3.85, 0.82], [-2.79, 3.96, -4.38], [-2.20, 3.07, -3.58], [-1.37, 2.05, -4.05], [-0.84, 1.16, -3.15], [-1.08, 1.18, -1.85], [-1.86, 2.15, -1.41], [-2.22, 2.16, 0.45], [-2.44, 3.12, -2.20], [-2.54, 3.83, -5.30], [-1.15, 1.96, -5.10], [-0.18, 0.37, -3.50], [-3.06, 3.90, -1.79], [0.78, 1.52, 0.27], [1.95, 2.25, 0.10], [3.16, 1.35, 0.25], [4.19, 1.06, -0.59], [5.14, 0.18, -0.03], [4.82, -0.17, 1.25], [3.35, 0.56, 1.78], [2.07, 3.33, 1.16], [1.07, 3.89, 1.90], [1.54, 4.87, 2.80], [2.88, 5.05, 2.73], [3.61, 4.02, 1.56], [1.90, 2.92, -1.26], [1.97, 2.36, -2.50], [1.74, 3.29, -3.54], [1.49, 4.54, -3.08], [1.52, 4.61, -1.36], [4.29, 1.48, -1.58], [6.01, -0.17, -0.54], [5.36, -0.82, 1.92], [0.03, 3.61, 1.79], [0.89, 5.41, 3.47], [3.49, 5.72, 3.30], [2.18, 1.32, -2.66], [1.78, 3.04, -4.59], [1.29, 5.44, -3.63], [-0.03, -2.43, -4.66], [1.12, -1.95, -2.86], [2.75, -1.16, -4.06], [2.00, -3.94, -2.86], [0.65, -2.74, -5.45], [-0.61, -1.59, -5.01], [-0.70, -3.26, -4.44], [3.08, -1.92, -4.76], [3.59, -0.87, -3.43], [2.42, -0.29, -4.62], [1.91, -4.36, -3.85], [1.48, -4.58, -2.15], [3.05, -3.89, -2.59]]
}

[4]
{
  "formula": "C9H4NO2",
  "method": "the ωB97M-V functional and the def2-TZVPD basis",
  "total_charge": -1,
  "orbital_gap_ev": [7.67, 7.67],
  "lumo_ev": [3.655, 3.655],
  "species": ["C", "C", "C", "C", "C", "C", "C", "C", "C", "N", "O", "O", "H", "H", "H", "H"],
  "coordinates": [[0.20, 2.61, 0.12], [1.21, 1.85, 0.09], [-1.12, 2.16, 0.08], [-2.17, -0.22, 0.08], [-1.63, -1.48, 0.03], [1.45, 0.49, -0.12], [-1.06, 0.74, 0.00], [0.15, -0.06, -0.10], [3.18, -0.90, 0.08], [-0.27, -1.42, -0.12], [4.21, -0.24, 0.01], [2.73, -1.97, 0.12], [-1.98, 2.70, -0.01], [-3.23, 0.16, 0.17], [-2.12, -2.37, -0.05], [0.45, -2.07, -0.36]]
}

[5]
{
  "formula": "C9H15N2S",
  "method": "the ωB97M-V functional and the def2-TZVPD basis",
  "de_lowest_kcal_mol": 22.4,
  "total_charge": 1,
  "orbital_gap_ev": 9.57,
  "lumo_ev": -3.070,
  "species": ["C", "C", "C", "C", "C", "C", "C", "C", "C", "N", "N", "S", "H", "H", "H", "H", "H", "H", "H", "H", "H", "H", "H", "H", "H", "H", "H"],
  "coordinates": [[-2.04, -3.18, -0.70], [-2.38, -2.71, -1.91], [-1.26, -1.01, -0.48], [-0.86, 1.96, 1.05], [-0.59, 1.94, -0.47], [0.31, 0.97, 1.26], [0.41, 0.87, -0.24], [1.55, 1.59, 1.90], [2.37, -0.52, -0.63], [-1.41, -2.21, 0.06], [1.33, 0.40, -1.02], [-1.91, -1.05, -2.06], [-2.20, -4.16, -0.31], [-2.88, -3.21, -2.72], [-0.72, 2.93, 1.53], [-1.83, 1.56, 1.32], [-1.44, 1.68, -1.10], [-0.15, 2.85, -0.86], [0.05, 0.05, 1.78], [1.88, 2.46, 1.33], [2.37, 0.88, 1.96], [1.30, 1.91, 2.91], [3.33, 0.01, -0.59], [2.15, -0.94, 0.34], [2.46, -1.32, -1.36], [-1.11, -2.42, 1.00], [1.28, 0.63, -2.01]]
}

[6]
{
  "formula": "C17H22N4O4S",
  "method": "the ωB97M-V functional and the def2-TZVPD basis",
  "de_lowest_kcal_mol": 26.1,
  "smiles": "CCCCCC(=O)Nc1ccc(S(=O)(=O)Nc2nccnc2OC)cc1",
  "total_charge": 0,
  "orbital_gap_ev": 9.11,
  "lumo_ev": 0.387,
  "species": ["C", "C", "C", "C", "C", "C", "O", "N", "C", "C", "C", "C", "C", "C", "H", "H", "S", "O", "O", "N", "C", "N", "C", "C", "N", "C", "O", "C", "H", "H", "H", "H", "H", "H", "H", "H", "H", "H", "H", "H", "H", "H", "H", "H", "H", "H", "H", "H"],
  "coordinates": [[5.34, -2.96, 2.46], [4.02, -2.19, 2.35], [2.89, -3.03, 1.77], [3.10, -3.40, 0.30], [1.90, -4.17, -0.26], [0.62, -3.36, -0.21], [-0.31, -3.62, 0.51], [0.65, -2.30, -1.08], [-0.32, -1.32, -1.31], [-1.55, -1.32, -0.66], [-2.48, -0.33, -0.94], [-2.17, 0.66, -1.85], [-0.95, 0.67, -2.51], [-0.03, -0.32, -2.24], [0.92, -0.32, -2.75], [-0.75, 1.46, -3.22], [-3.39, 1.89, -2.27], [-4.43, 1.25, -3.01], [-2.76, 3.05, -2.83], [-4.12, 2.28, -0.78], [-3.72, 3.40, -0.08], [-4.64, 4.19, 0.43], [-4.23, 5.27, 1.09], [-2.89, 5.57, 1.22], [-1.95, 4.76, 0.73], [-2.34, 3.68, 0.10], [-1.45, 2.79, -0.35], [-0.09, 3.16, -0.21], [0.15, 3.35, 0.84], [0.12, 4.06, -0.79], [0.49, 2.32, -0.59], [-2.53, 6.46, 1.72], [-5.01, 5.90, 1.51], [-5.12, 2.19, -0.83], [-3.44, -0.32, -0.45], [-1.78, -2.09, 0.06], [1.48, -2.19, -1.64], [1.74, -5.08, 0.33], [2.10, -4.47, -1.30], [3.27, -2.49, -0.28], [3.99, -4.03, 0.21], [1.95, -2.47, 1.86], [2.78, -3.95, 2.36], [3.73, -1.86, 3.34], [4.17, -1.31, 1.73], [5.20, -3.87, 3.04], [5.73, -3.22, 1.48], [6.09, -2.35, 2.96]]
}

[7]
{
  "formula": "C5H11OS",
  "method": "the ωB97M-V functional and the def2-TZVPD basis",
  "de_lowest_kcal_mol": 128.5,
  "total_charge": 1,
  "orbital_gap_ev": [9.13, 9.48],
  "lumo_ev": [-5.785, -4.806],
  "species": ["C", "C", "C", "C", "C", "O", "S", "H", "H", "H", "H", "H", "H", "H", "H", "H", "H", "H"],
  "coordinates": [[-1.55, 0.91, 0.11], [-0.49, 0.18, 0.32], [-2.94, 0.56, 0.46], [1.60, 0.39, -1.63], [1.85, -1.37, 0.64], [1.81, 1.29, 0.89], [1.22, 0.24, 0.13], [-1.45, 1.89, -0.36], [-1.12, -1.81, 1.43], [-3.56, 0.56, -0.43], [-3.35, 1.30, 1.14], [-2.97, -0.42, 0.94], [1.03, -0.34, -2.19], [2.67, 0.23, -1.77], [1.35, 1.40, -1.95], [1.42, -2.13, 0.01], [1.56, -1.53, 1.68], [2.93, -1.35, 0.56]]
}

[8]
{
  "formula": "C35H38F9N4NiPSSi2",
  "method": "the ωB97M-V functional and the def2-TZVPD basis",
  "de_lowest_kcal_mol": 30.9,
  "total_charge": 0,
  "orbital_gap_ev": [5.37, 7.64],
  "multiplicity": 3,
  "lumo_ev": [-0.075, -0.151],
  "s2": 2.0236,
  "species": ["Ni", "N", "C", "S", "N", "N", "C", "C", "C", "C", "C", "C", "N", "H", "H", "H", "H", "H", "H", "H", "C", "Si", "C", "C", "C", "Si", "C", "C", "C", "H", "H", "H", "H", "H", "H", "H", "H", "H", "H", "H", "H", "H", "H", "H", "H", "H", "H", "H", "F", "C", "F", "F", "C", "C", "C", "C", "C", "C", "P", "C", "C", "C", "C", "C", "C", "C", "F", "F", "F", "C", "C", "C", "C", "C", "C", "C", "F", "F", "F", "H", "H", "H", "H", "H", "H", "H", "H", "H", "H", "H", "H"],
  "coordinates": [[0.57, 1.12, -0.30], [-1.73, 4.37, 2.63], [-1.09, 3.85, 1.52], [-2.08, 3.83, 0.02], [0.12, 3.47, 1.62], [0.72, 2.90, 0.52], [1.88, 3.47, 0.19], [2.65, 2.91, -0.85], [3.84, 3.49, -1.35], [4.50, 2.91, -2.39], [3.97, 1.72, -2.96], [2.83, 1.19, -2.42], [2.17, 1.74, -1.38], [-2.49, 5.00, 2.43], [-1.09, 4.68, 3.36], [2.20, 4.37, 0.71], [4.20, 4.41, -0.90], [5.40, 3.35, -2.78], [4.45, 1.23, -3.79], [2.40, 0.29, -2.82], [-2.44, 3.01, -3.14], [-3.42, 2.00, -1.91], [-5.16, 2.66, -1.78], [-3.39, 0.22, -2.49], [-2.52, 2.08, -0.23], [-3.41, 1.31, 1.26], [-4.61, 2.52, 2.02], [-4.47, -0.18, 0.79], [-2.12, 0.71, 2.48], [-2.81, 2.84, -4.15], [-1.38, 2.72, -3.11], [-2.49, 4.08, -2.93], [-5.64, 2.68, -2.76], [-5.16, 3.68, -1.39], [-5.79, 2.05, -1.12], [-3.85, 0.15, -3.48], [-3.93, -0.46, -1.83], [-2.36, -0.14, -2.58], [-1.59, 1.54, -0.45], [-5.31, 2.90, 1.27], [-4.12, 3.37, 2.49], [-5.20, 2.01, 2.79], [-5.23, 0.06, 0.05], [-4.98, -0.52, 1.69], [-3.89, -1.02, 0.42], [-1.53, 1.54, 2.89], [-1.42, 0.03, 1.99], [-2.58, 0.17, 3.31], [-4.15, -5.35, -0.44], [-2.90, -5.71, -0.12], [-2.96, -6.37, 1.05], [-2.49, -6.60, -1.04], [-1.96, -4.54, -0.04], [-2.40, -3.26, -0.32], [-1.50, -2.20, -0.23], [-0.18, -2.42, 0.12], [0.25, -3.72, 0.38], [-0.63, -4.78, 0.30], [0.96, -1.00, 0.08], [1.71, -0.91, 1.75], [2.61, 0.13, 1.97], [3.15, 0.34, 3.23], [2.76, -0.47, 4.28], [1.85, -1.50, 4.08], [1.33, -1.71, 2.81], [3.29, -0.20, 5.66], [2.54, 0.73, 6.29], [3.28, -1.30, 6.43], [4.55, 0.27, 5.63], [2.27, -1.72, -0.98], [1.86, -2.26, -2.20], [2.79, -2.74, -3.11], [4.14, -2.68, -2.79], [4.56, -2.16, -1.58], [3.62, -1.69, -0.67], [5.14, -3.15, -3.81], [6.36, -3.36, -3.28], [5.29, -2.26, -4.80], [4.76, -4.31, -4.39], [-3.43, -3.09, -0.60], [-1.83, -1.19, -0.47], [1.29, -3.91, 0.62], [-0.30, -5.79, 0.50], [2.88, 0.80, 1.16], [3.85, 1.15, 3.39], [1.54, -2.12, 4.91], [0.60, -2.50, 2.67], [0.81, -2.28, -2.45], [2.47, -3.15, -4.05], [5.62, -2.13, -1.34], [3.96, -1.28, 0.27]]
}